{"formula": "C43H48N10O2P2S4SiY", "method": "ωB97M-V with the def2-TZVPD basis set", "symbols": ["Y", "C", "N", "C", "C", "N", "C", "P", "C", "N", "C", "C", "N", "C", "C", "N", "C", "C", "N", "C", "H", "H", "H", "H", "H", "H", "H", "H", "H", "H", "H", "H", "H", "H", "H", "S", "C", "C", "C", "C", "N", "C", "C", "C", "S", "C", "N", "H", "H", "C", "C", "C", "O", "P", "S", "S", "O", "C", "C", "C", "H", "H", "H", "H", "H", "H", "H", "H", "H", "H", "H", "H", "H", "H", "N", "C", "C", "C", "N", "C", "C", "H", "H", "H", "H", "H", "H", "C", "C", "C", "C", "C", "C", "Si", "C", "C", "C", "C", "C", "C", "H", "H", "H", "H", "H", "H", "H", "H", "H", "H", "H"], "positions_angstrom": [[1.327, 0.230, 0.593], [3.317, 5.447, 1.982], [3.373, 4.028, 1.855], [4.424, 3.187, 2.112], [3.986, 1.924, 1.861], [2.687, 1.945, 1.449], [2.328, 3.243, 1.423], [0.886, 3.979, 0.679], [-0.426, 2.879, 1.382], [-0.328, 1.563, 1.616], [-1.314, 1.257, 2.501], [-2.016, 2.379, 2.821], [-1.436, 3.408, 2.137], [-1.875, 4.772, 2.090], [1.004, 3.109, -0.988], [1.566, 1.887, -1.084], [2.217, 1.843, -2.279], [2.072, 3.027, -2.934], [1.337, 3.840, -2.110], [0.864, 5.153, -2.420], [4.165, 5.803, 2.565], [2.384, 5.723, 2.487], [3.331, 5.932, 0.997], [5.382, 3.553, 2.427], [4.531, 0.999, 1.930], [-1.457, 0.255, 2.863], [-2.858, 2.527, 3.469], [-2.585, 4.931, 1.274], [-1.004, 5.413, 1.926], [-2.358, 5.042, 3.030], [2.751, 0.961, -2.583], [2.439, 3.356, -3.887], [1.637, 5.710, -2.956], [0.638, 5.670, -1.484], [-0.038, 5.123, -3.044], [1.245, -1.198, -1.756], [2.258, -2.581, -1.418], [2.109, -3.727, -2.185], [3.027, -4.773, -2.117], [2.856, -5.903, -2.933], [2.681, -6.826, -3.597], [4.139, -4.653, -1.254], [4.235, -3.549, -0.421], [3.311, -2.505, -0.469], [3.583, -1.168, 0.592], [5.164, -5.613, -1.302], [6.024, -6.371, -1.391], [1.285, -3.792, -2.882], [5.055, -3.460, 0.274], [-2.882, -2.489, 3.875], [-1.504, -3.134, 3.992], [-1.373, -4.040, 5.210], [-0.558, -2.078, 4.080], [0.714, -2.081, 3.038], [1.986, -3.499, 3.504], [-0.143, -2.007, 1.222], [1.238, -0.565, 3.363], [1.150, -0.020, 4.688], [1.970, 1.261, 4.697], [1.643, -0.982, 5.758], [-3.653, -3.249, 3.794], [-2.909, -1.868, 2.981], [-3.085, -1.863, 4.743], [-1.299, -3.717, 3.081], [-1.567, -3.480, 6.124], [-0.364, -4.440, 5.255], [-2.077, -4.863, 5.125], [0.094, 0.224, 4.875], [3.018, 1.028, 4.524], [1.861, 1.760, 5.658], [1.630, 1.924, 3.905], [2.646, -1.324, 5.518], [0.997, -1.851, 5.823], [1.646, -0.478, 6.723], [-3.791, 3.000, 0.079], [-3.045, 1.926, -0.408], [-2.060, 2.106, -1.400], [-1.371, 1.037, -1.885], [-1.578, -0.238, -1.458], [-2.462, -0.403, -0.425], [-3.199, 0.620, 0.088], [-3.966, 3.717, -0.612], [-4.633, 2.714, 0.557], [-1.852, 3.093, -1.783], [-0.652, 1.143, -2.677], [-2.563, -1.409, -0.063], [-3.912, 0.413, 0.874], [0.626, -1.520, -6.809], [-0.096, -2.606, -6.344], [-0.645, -2.577, -5.076], [-0.473, -1.486, -4.230], [0.286, -0.421, -4.703], [0.819, -0.428, -5.979], [-1.222, -1.683, -2.495], [-3.093, -1.795, -2.991], [-4.010, -2.526, -2.241], [-5.371, -2.447, -2.479], [-5.858, -1.619, -3.476], [-4.964, -0.892, -4.243], [-3.605, -0.988, -4.003], [1.045, -1.531, -7.805], [-0.227, -3.476, -6.971], [-1.219, -3.418, -4.721], [0.499, 0.424, -4.064], [1.396, 0.422, -6.321], [-1.039, -2.871, -1.666], [-3.645, -3.176, -1.456], [-6.059, -3.040, -1.892], [-6.921, -1.535, -3.657], [-5.330, -0.253, -5.036], [-2.916, -0.431, -4.623]], "atomic_forces_ev_per_a": [[0.13, -0.73, -0.29], [-0.02, 0.31, -0.03], [-0.17, -0.37, -0.08], [0.26, -0.29, 0.04], [0.52, 0.06, 0.21], [0.01, 0.30, 0.05], [-0.66, 0.64, 0.18], [-0.12, -0.51, -0.20], [0.23, 0.22, 0.73], [-0.37, 1.05, -0.05], [-0.35, -0.12, 0.35], [0.09, -0.13, 0.10], [0.50, -0.68, -0.61], [-0.11, 0.66, -0.09], [0.67, 0.44, 0.02], [-0.65, 0.61, -0.16], [0.25, -0.01, -0.49], [0.21, -0.17, 0.05], [-0.28, -0.72, 0.28], [-0.16, 0.38, -0.08], [-0.02, -0.05, -0.01], [0.13, 0.07, -0.04], [-0.02, 0.01, 0.09], [0.10, 0.03, 0.08], [0.10, -0.07, 0.07], [-0.02, -0.18, -0.03], [-0.12, 0.02, 0.06], [0.06, -0.15, 0.11], [-0.18, -0.05, 0.14], [0.08, -0.06, 0.01], [0.01, -0.06, -0.09], [0.03, 0.04, -0.12], [-0.05, -0.03, 0.07], [0.00, 0.01, -0.15], [0.09, 0.01, 0.12], [0.48, 0.19, 0.34], [0.16, 0.16, 0.09], [0.16, -0.29, -0.01], [0.25, 1.07, 0.74], [-0.17, -0.83, -0.58], [0.01, -0.06, -0.08], [-1.10, 0.63, -0.18], [-0.07, -0.07, -0.15], [-0.21, -0.32, -0.26], [0.34, 0.37, 0.20], [0.71, -0.65, 0.04], [0.11, -0.13, 0.07], [-0.01, -0.02, -0.05], [0.12, -0.08, 0.02], [0.36, -0.11, -0.12], [-0.47, -0.34, 0.02], [0.15, 0.21, -0.33], [0.51, 0.43, -0.15], [-0.30, -0.72, 0.71], [-0.45, 0.47, -0.42], [0.40, -0.11, 0.28], [-0.07, -0.48, -0.74], [0.07, 0.55, 0.77], [-0.26, -0.23, -0.23], [-0.13, -0.05, -0.14], [-0.14, -0.11, 0.02], [-0.04, 0.06, -0.09], [0.01, 0.01, 0.09], [-0.10, 0.06, 0.18], [-0.10, 0.05, 0.09], [0.09, -0.06, 0.01], [-0.13, -0.13, 0.09], [0.16, -0.08, -0.08], [0.13, 0.02, 0.00], [0.00, 0.02, 0.06], [0.00, 0.16, -0.07], [0.13, 0.00, 0.05], [0.07, -0.04, 0.09], [0.02, 0.14, 0.07], [-0.20, 0.71, 0.50], [0.26, -0.43, -0.15], [0.07, -0.35, -0.14], [-0.02, 1.44, -0.66], [1.15, -0.95, -0.47], [-1.24, -0.12, 1.07], [0.14, -0.29, -0.30], [-0.26, -0.11, -0.02], [-0.09, 0.11, -0.18], [0.12, 0.14, -0.12], [0.14, 0.22, -0.05], [-0.11, -0.13, 0.17], [-0.02, -0.09, 0.14], [0.02, -0.12, -0.09], [0.08, -0.04, -0.23], [-0.15, 0.06, 0.20], [0.02, -0.13, 0.37], [0.02, 0.17, 0.07], [-0.01, 0.20, -0.06], [-0.99, 0.66, -0.38], [0.38, -0.39, -0.04], [0.15, -0.08, -0.02], [-0.23, -0.11, 0.05], [-0.03, 0.03, 0.01], [-0.10, 0.09, -0.11], [0.18, 0.02, -0.07], [0.05, -0.01, -0.05], [-0.03, -0.08, -0.05], [-0.18, -0.27, -0.03], [0.06, 0.03, -0.01], [0.01, 0.01, -0.02], [0.08, -0.34, 0.03], [-0.01, -0.11, 0.11], [-0.07, -0.04, 0.10], [-0.07, -0.06, -0.01], [-0.02, 0.07, -0.07], [0.03, 0.13, -0.10]], "lowdin_charge": [0.942, -0.081, -0.159, -0.070, -0.173, -0.085, -0.491, 1.087, -0.420, -0.027, -0.143, -0.058, -0.127, -0.064, -0.425, -0.093, -0.176, -0.065, -0.155, -0.059, 0.086, 0.070, 0.081, 0.106, 0.062, 0.087, 0.118, 0.072, 0.047, 0.090, 0.081, 0.110, 0.088, 0.054, 0.089, 0.640, -0.601, -0.043, -0.194, -0.203, 0.153, -0.196, -0.064, -0.687, 0.562, -0.199, 0.155, 0.105, 0.108, -0.045, -0.521, -0.052, -0.370, -0.108, 0.246, 0.347, -0.385, -0.463, -0.041, -0.080, 0.077, 0.058, 0.081, 0.104, 0.080, 0.054, 0.077, 0.130, 0.084, 0.082, 0.057, 0.072, 0.047, 0.081, 0.073, -0.359, -0.048, -0.160, -0.162, -0.209, -0.047, 0.078, 0.081, 0.099, 0.082, 0.066, 0.110, -0.098, -0.087, -0.111, -0.310, -0.131, -0.087, 0.536, -0.258, -0.120, -0.104, -0.113, -0.101, -0.097, 0.095, 0.099, 0.104, 0.056, 0.098, 0.015, 0.093, 0.093, 0.091, 0.093, 0.097], "charge": -1, "gap_ev": [4.5, 4.3], "relative_energy_kj_mol": 94.4}